C58H40BiCl2N6O6P2SSe2 as an isolated structure at a distorted geometry. Source: the Open Molecules 2025 dataset; level of theory: ωB97M-V/def2-TZVPD.

The geometry in XYZ format:
```
118
Properties=species:S:1:pos:R:3:lowdin_spin:R:1
Bi 0.990 -2.296 -0.181 0.00
C 1.556 -5.233 -3.813 0.00
C 2.487 -4.635 -4.715 0.00
C 3.004 -3.442 -4.268 0.00
C 2.709 -2.864 -3.018 0.00
C 1.750 -3.457 -2.139 0.00
C 1.241 -4.642 -2.596 0.00
C 3.486 -1.714 -2.651 0.00
C 4.720 -1.464 -3.262 0.00
C 5.439 -0.444 -2.729 0.00
C 4.927 0.404 -1.747 0.00
C 5.703 1.441 -1.175 0.00
C 5.229 2.218 -0.158 0.00
C 3.827 2.171 0.059 0.00
C 3.079 1.154 -0.419 0.00
C 3.595 0.220 -1.378 0.00
N 2.912 -0.786 -1.857 0.00
H 1.029 -6.099 -4.094 0.00
H 2.600 -5.025 -5.702 0.00
H 3.681 -2.910 -4.920 0.00
H 0.421 -5.167 -2.032 0.00
H 5.197 -2.067 -4.049 0.00
H 6.423 -0.234 -3.058 0.00
H 6.671 1.567 -1.478 0.00
H 5.808 3.045 0.256 0.00
H 3.374 2.817 0.826 0.00
H 2.068 0.995 -0.112 0.00
O 3.523 -2.086 0.719 0.00
C 4.484 -1.763 1.350 0.00
C 4.509 -0.593 2.268 0.00
C 5.704 -0.198 2.866 0.00
C 5.699 0.811 3.819 0.00
C 4.593 1.661 4.064 0.00
C 3.420 1.281 3.478 0.00
C 3.241 0.081 2.661 0.00
O 2.132 -0.253 2.226 0.00
N 6.946 1.071 4.513 0.00
O 7.979 0.545 4.109 0.00
O 6.934 1.843 5.474 0.00
H 5.418 -2.337 1.415 0.00
H 6.619 -0.681 2.512 0.00
H 4.600 2.606 4.568 0.00
H 2.533 1.876 3.550 0.00
Se -1.532 4.678 1.854 0.00
P -1.940 4.013 -0.135 0.00
C -1.361 4.994 -1.478 0.00
C -2.099 6.167 -1.812 0.00
C -1.507 7.041 -2.725 0.00
C -0.302 6.825 -3.356 0.00
C 0.452 5.761 -2.963 0.00
C -0.105 4.867 -2.077 0.00
C -3.740 3.982 -0.513 0.00
C -4.140 3.354 -1.736 0.00
C -5.443 3.299 -2.089 0.00
C -6.417 3.582 -1.178 0.00
C -6.057 4.167 0.040 0.00
C -4.696 4.370 0.400 0.00
C -1.440 2.340 -0.471 0.00
C -1.443 1.031 0.098 0.00
N -0.747 0.305 -0.738 0.00
N -0.348 1.024 -1.747 0.00
N -0.702 2.279 -1.573 0.00
P -2.369 0.091 1.302 0.00
Se -1.424 -1.444 2.338 0.00
C -2.864 1.275 2.630 0.00
C -4.174 1.631 2.882 0.00
C -4.504 2.456 3.943 0.00
C -3.558 2.892 4.830 0.00
C -2.199 2.543 4.531 0.00
C -1.868 1.810 3.429 0.00
C -3.850 -0.396 0.280 0.00
C -4.729 -1.427 0.622 0.00
C -5.735 -1.834 -0.260 0.00
C -5.870 -1.140 -1.434 0.00
C -4.979 -0.179 -1.862 0.00
C -3.970 0.205 -0.963 0.00
H -3.104 6.378 -1.420 0.00
H -2.026 7.927 -2.964 0.00
H 0.139 7.606 -3.949 0.00
H 1.438 5.590 -3.284 0.00
H 0.397 3.934 -1.882 0.00
H -3.334 2.979 -2.373 0.00
H -5.727 2.851 -3.038 0.00
H -7.458 3.359 -1.287 0.00
H -6.874 4.486 0.719 0.00
H -4.411 4.900 1.321 0.00
H -4.968 1.109 2.376 0.00
H -5.553 2.675 4.010 0.00
H -3.730 3.528 5.692 0.00
H -1.453 2.990 5.185 0.00
H -0.949 1.415 3.251 0.00
H -4.451 -2.033 1.495 0.00
H -6.408 -2.641 0.080 0.00
H -6.674 -1.466 -2.054 0.00
H -5.116 0.224 -2.900 0.00
H -3.239 0.962 -1.281 0.00
Cl -2.616 -1.559 -5.173 0.00
C -1.506 -0.340 -4.483 0.00
Cl 0.152 -0.920 -4.712 0.00
H -1.654 -0.322 -3.425 0.00
H -1.656 0.548 -5.042 0.00
S -2.398 -3.014 -1.225 0.05
C -1.087 -3.403 -0.353 0.00
O -1.272 -4.505 0.390 0.04
C -0.182 -4.893 1.145 0.26
N 0.988 -4.219 1.085 0.05
C 1.933 -4.806 1.960 0.08
O 3.137 -4.521 2.064 0.19
C 1.177 -5.864 2.624 0.10
C 1.699 -6.896 3.339 -0.01
C 0.853 -7.875 3.782 0.09
C -0.445 -7.911 3.320 0.01
C -0.983 -6.969 2.435 0.07
C -0.145 -5.897 2.111 0.08
H 2.760 -6.798 3.558 0.00
H 1.201 -8.784 4.304 0.01
H -1.143 -8.804 3.481 0.00
H -1.913 -7.004 1.872 0.00
```

The net charge is -2. Its expectation value of S² is 0.774. The calculation puts the orbital gap (alpha / beta) at 5.58 / 6.61 eV. The spin multiplicity is 2. The calculated total energy comes out at -273008.22578 eV. Its LUMO energy (alpha / beta) is 3.65 / 3.65 eV.

C58H45LiN5O5S3Se as an isolated structure. Source: the Open Molecules 2025 dataset; level of theory: ωB97M-V/def2-TZVPD.

The geometry in XYZ format:
```
118
Properties=species:S:1:pos:R:3:mulliken_charge:R:1
Li 0.706 -0.220 0.019 1.14
C -6.570 0.740 -1.483 -1.76
C -5.086 0.632 -1.677 0.24
C -4.267 1.681 -1.541 -1.27
C -2.830 1.633 -1.851 -0.41
C -2.274 0.481 -2.224 -0.67
C -3.038 -0.790 -2.212 -0.82
C -4.577 -0.702 -2.158 0.05
S -0.526 0.245 -2.617 2.16
O -0.443 -1.123 -3.176 -0.74
C -0.513 1.339 -4.068 -0.06
C -1.343 0.810 -5.090 -1.02
C -1.637 1.529 -6.198 -1.28
C -1.252 2.892 -6.261 1.24
C -1.700 3.731 -7.311 -1.14
C -1.420 5.066 -7.311 -0.64
C -0.690 5.623 -6.242 -0.83
C -0.201 4.825 -5.247 -0.57
C -0.427 3.422 -5.244 0.51
C 0.115 2.563 -4.199 -0.01
C 1.360 3.133 -3.539 0.95
C 2.343 3.648 -4.484 0.35
C 2.437 3.130 -5.802 -0.61
C 3.355 3.615 -6.690 -0.88
C 4.220 4.665 -6.320 -0.66
C 4.188 5.150 -5.045 -1.13
C 3.283 4.628 -4.090 1.37
C 3.324 5.039 -2.732 -1.39
C 2.607 4.348 -1.817 -0.51
C 1.671 3.358 -2.211 -0.33
S 1.191 2.307 -0.824 1.42
O 0.816 3.188 0.329 -0.93
C 2.900 1.808 -0.535 -0.25
C 3.429 2.214 0.619 -0.05
C 4.766 1.815 1.037 -0.70
C 5.454 0.889 0.363 -0.13
C 6.760 0.344 0.876 -1.86
C 4.907 0.288 -0.903 0.13
C 3.723 1.058 -1.568 -0.76
H -6.864 1.741 -1.165 0.41
H -6.923 0.019 -0.740 0.31
H -7.083 0.509 -2.423 0.32
H -4.679 2.641 -1.243 0.32
H -2.258 2.556 -1.807 0.58
H -2.697 -1.455 -3.000 0.92
H -5.094 -0.956 -3.092 0.71
H -1.696 -0.209 -4.969 0.47
H -2.214 1.095 -7.006 0.44
H -2.293 3.289 -8.104 0.44
H -1.773 5.700 -8.115 0.40
H -0.519 6.692 -6.204 0.41
H 0.348 5.276 -4.431 0.52
H 1.789 2.316 -6.099 0.54
H 3.421 3.187 -7.683 0.44
H 4.923 5.067 -7.040 0.40
H 4.874 5.930 -4.732 0.44
H 3.988 5.843 -2.434 0.45
H 2.715 4.538 -0.754 0.53
H 2.832 2.817 1.297 0.61
H 5.143 2.195 1.980 0.39
H 6.756 0.272 1.966 0.44
H 7.586 1.002 0.588 0.35
H 6.961 -0.644 0.456 0.39
H 5.719 0.240 -1.633 0.67
H 4.098 1.805 -2.282 0.84
C 4.536 -1.640 -3.171 -1.02
C 4.181 -2.121 -1.806 -1.11
C 4.350 -1.126 -0.656 -0.14
C 3.018 -1.269 -1.347 -1.80
C 2.995 -0.079 -2.330 1.87
C 3.875 -0.530 -3.480 -1.31
N 1.807 -1.656 -0.696 1.87
N 2.020 -2.567 0.218 -0.79
C 1.014 -2.718 1.149 0.55
C 1.401 -3.011 2.473 -0.21
C 0.494 -2.962 3.501 -0.91
C -0.849 -2.644 3.236 -0.84
C -1.285 -2.456 1.944 -1.24
C -0.374 -2.553 0.875 0.52
H 5.260 -2.142 -3.804 0.46
H 4.218 -3.174 -1.557 0.64
H 4.468 -1.559 0.333 0.43
H 2.001 0.204 -2.673 -0.25
H 3.984 0.061 -4.383 0.44
H 2.452 -3.196 2.664 0.61
H 0.827 -3.137 4.517 0.43
H -1.565 -2.601 4.049 0.41
H -2.337 -2.308 1.738 0.51
Se 0.185 -3.832 -1.591 0.18
N -0.811 -2.691 -0.425 0.28
C -2.154 -2.790 -0.808 -0.80
C -3.059 -1.602 -0.841 0.78
C -4.566 -1.884 -1.136 0.14
C -4.773 -3.214 -1.820 -1.27
C -3.772 -4.024 -2.169 -0.83
C -2.378 -3.779 -1.754 0.21
N -1.347 -4.439 -2.272 -1.07
H -2.918 -0.918 -0.002 0.86
H -5.256 -1.760 -0.295 0.64
H -5.800 -3.488 -2.044 0.40
H -3.963 -4.942 -2.718 0.45
N 0.306 0.586 1.937 -0.09
C 1.316 0.186 2.909 -0.72
C 1.076 0.266 4.271 -0.53
C 2.063 -0.096 5.183 -0.59
C 3.289 -0.552 4.732 -0.35
C 3.513 -0.674 3.362 -0.68
C 2.536 -0.302 2.463 0.89
S 4.675 -0.975 5.795 1.35
O 4.230 -0.671 7.143 -0.74
O 5.734 -0.106 5.290 -0.69
O 4.897 -2.386 5.522 -0.70
H -0.593 0.560 2.402 0.33
H 0.462 1.565 1.685 0.37
H 0.114 0.626 4.627 0.43
H 1.897 -0.011 6.251 0.49
H 4.470 -1.063 3.033 0.36
H 2.710 -0.403 1.402 -0.11
```

The net charge is -1. The calculation puts the orbital gap at 3.96 eV. The calculated total energy comes out at -176617.21882 eV. Its LUMO energy is 0.67 eV.